(1)
Molecular formula: C2HN3O3
Method: DFT, ωB97M-V/def2-TZVPD

```
9
Properties=species:S:1:pos:R:3:forces:R:3:nbo_charge:R:1
C -0.028 0.077 1.146 0.1787 0.6880 -0.8401 0.76
C 0.452 0.083 -1.141 -2.1235 -2.5951 0.7840 0.78
N -0.730 -1.089 0.666 0.1438 -1.2412 1.9134 -0.09
N -0.545 -1.266 -0.688 2.7544 1.2933 -2.1444 -0.03
N 0.622 0.672 0.055 0.2977 0.5347 0.4416 -0.67
O 0.025 0.440 2.269 -0.0799 -0.0793 0.2113 -0.48
O 0.823 0.262 -2.236 0.2429 0.2366 -0.2508 -0.49
O -1.748 -0.721 -0.240 -1.3350 1.2462 -0.1152 -0.22
H 1.129 1.541 0.168 -0.0791 -0.0831 0.0002 0.44
```
Forces are in eV/Å.

## Properties
SMILES string: O=c1[nH]c(=O)n2on12
LUMO energy (eV): 0.04
Frontier orbital gap (eV): 10.5

***

(2)
Molecular formula: C58H58BrIKN10O3PS2
Method: DFT, ωB97M-V/def2-TZVPD

```
135
Properties=species:S:1:pos:R:3:forces:R:3:mulliken_charge:R:1
K -1.426 -0.119 -0.391 1.2180 -0.3388 -1.4933 1.22
N -0.437 -4.266 -4.435 -0.0312 0.1111 -0.0015 -0.52
C -0.969 -3.049 -4.040 0.2520 -0.3271 -0.1667 0.42
S -0.455 -1.671 -4.901 0.1010 -0.3312 -0.1924 -0.65
N -1.839 -3.188 -3.053 0.2283 0.1466 -0.0978 -1.09
N -2.369 -2.023 -2.644 -0.4996 0.0956 0.4928 0.69
C -3.307 -2.183 -1.778 -0.1203 -0.0049 -0.0621 -1.04
C -4.121 -1.093 -1.229 -0.2192 -0.1191 -0.1521 1.10
C -5.191 -1.419 -0.389 -0.0163 0.0408 0.0319 -0.70
C -5.991 -0.412 0.112 0.0002 -0.0196 -0.0016 -0.53
C -5.723 0.900 -0.245 0.0078 0.0224 -0.0117 -0.47
C -4.639 1.131 -1.080 0.0392 0.0310 -0.0009 -0.13
N -3.853 0.177 -1.557 -0.1444 -0.1096 -0.0768 -0.20
H 0.439 -4.184 -4.922 0.0178 -0.0089 -0.0026 0.26
H -0.490 -4.980 -3.723 0.0128 0.0045 -0.0083 0.28
H -3.585 -3.197 -1.481 0.0024 0.0004 0.0383 0.27
H -5.365 -2.454 -0.123 -0.0025 -0.0034 -0.0035 0.31
H -6.800 -0.644 0.793 -0.0012 0.0034 0.0015 0.35
H -6.306 1.727 0.141 -0.0074 -0.0068 0.0070 0.34
H -4.374 2.142 -1.380 0.0169 -0.0033 0.0113 0.50
O -3.857 -0.677 2.501 -0.0066 -0.0110 0.0130 -0.83
S -3.018 0.495 2.704 -0.1453 0.0675 0.0412 0.99
O -2.408 0.568 4.018 0.0248 0.0521 -0.0096 -0.81
O -2.085 0.732 1.605 -0.4581 0.3646 1.3976 0.22
C -4.161 1.886 2.629 -0.0375 -0.0065 -0.0295 -0.49
C -5.310 1.712 3.398 -0.0230 -0.0168 -0.0042 -1.05
C -6.273 2.700 3.480 0.0063 0.0072 -0.0017 -0.88
C -6.074 3.897 2.806 0.0113 -0.0115 -0.0071 -0.78
C -4.929 4.075 2.048 -0.0021 0.0415 0.0038 -0.58
C -3.961 3.074 1.914 0.0114 0.0283 0.0447 0.68
P -2.422 3.393 0.909 -0.0896 -0.0641 0.0905 2.18
C -1.499 4.188 2.292 0.0187 0.0079 -0.0341 -0.05
C -1.683 5.507 2.707 0.0044 0.0110 0.0242 -0.18
C -0.996 6.001 3.804 -0.0065 -0.0121 0.0005 -0.67
C -0.127 5.175 4.510 0.0001 -0.0025 -0.0010 -0.70
C 0.049 3.860 4.111 0.0138 -0.0176 -0.0112 -0.74
C -0.629 3.368 3.003 0.0026 -0.0030 -0.0140 0.03
C -2.861 4.835 -0.142 0.0534 0.0139 0.0212 0.19
C -4.059 4.931 -0.852 -0.0090 -0.0221 -0.0426 -0.14
C -4.218 5.863 -1.869 0.0004 -0.0154 0.0157 -0.96
C -3.180 6.719 -2.205 0.0172 0.0043 -0.0059 -0.69
C -1.979 6.632 -1.513 -0.0010 -0.0058 -0.0166 -0.75
C -1.821 5.699 -0.501 -0.0347 0.0191 -0.0073 -1.05
H -5.435 0.774 3.923 0.0044 -0.0027 -0.0060 0.53
H -7.163 2.543 4.076 -0.0022 0.0009 -0.0012 0.37
H -6.802 4.696 2.874 0.0008 0.0023 0.0028 0.42
H -4.779 5.025 1.554 -0.0041 -0.0102 -0.0001 0.32
H -2.365 6.154 2.167 -0.0032 -0.0012 -0.0021 0.29
H -1.141 7.030 4.111 0.0027 0.0007 0.0047 0.41
H 0.409 5.562 5.369 0.0016 -0.0013 0.0004 0.36
H 0.722 3.207 4.653 0.0002 0.0019 0.0031 0.52
H -0.485 2.341 2.691 0.0071 0.0142 -0.0057 0.31
H -4.876 4.255 -0.629 0.0030 0.0038 0.0176 0.35
H -5.154 5.903 -2.414 0.0019 0.0003 -0.0028 0.41
H -3.294 7.427 -3.015 -0.0040 0.0024 0.0000 0.39
H -1.149 7.273 -1.783 -0.0028 0.0036 0.0022 0.40
H -0.863 5.618 0.001 -0.0037 -0.0024 0.0074 0.48
C 1.933 -2.021 4.826 0.0117 -0.0099 0.0120 -1.59
C 2.094 -0.885 3.855 0.0079 -0.0218 -0.0064 0.91
C 3.336 -0.336 3.550 -0.0035 0.0022 -0.0144 -0.59
C 3.430 0.718 2.660 0.0104 -0.0175 -0.0090 -0.54
C 2.250 1.174 2.087 0.0699 -0.1093 -0.0367 -0.24
Br 2.315 2.690 0.956 -0.0455 0.0160 0.1620 -0.07
N 1.074 0.632 2.304 0.0005 0.2788 0.0498 0.44
C 0.995 -0.356 3.193 -0.0734 -0.0429 -0.0344 -0.59
H 2.771 -2.065 5.524 -0.0021 0.0085 0.0054 0.49
H 1.885 -2.980 4.305 0.0086 0.0094 0.0058 0.14
H 1.012 -1.917 5.400 -0.0063 0.0000 -0.0115 0.33
H 4.232 -0.727 4.018 -0.0003 -0.0025 0.0007 0.37
H 4.375 1.172 2.403 -0.0002 -0.0025 -0.0018 0.51
H -0.008 -0.728 3.383 0.0009 0.0093 0.0008 0.48
I -1.377 4.909 -5.672 -0.0084 0.0481 -0.0182 0.00
C -1.282 3.196 -4.532 -0.0039 -0.0229 0.0317 -0.86
C -0.850 1.951 -4.935 -0.0079 -0.0344 0.0711 -0.33
N -0.943 1.161 -3.858 -0.2813 0.4938 0.2298 0.32
N -1.418 1.802 -2.785 0.1275 -0.0284 0.0301 0.24
C -1.628 3.049 -3.178 0.0514 0.0286 -0.0172 0.16
H -0.499 1.578 -5.882 -0.0035 0.0009 -0.0059 0.41
H -0.813 0.142 -3.855 0.0473 -0.2645 -0.0492 -0.10
H -2.007 3.790 -2.494 0.0086 0.0367 0.0101 0.03
N -0.700 -7.147 3.849 -0.0081 -0.0096 0.0060 -0.61
C -0.745 -6.146 3.286 0.0196 0.0353 -0.0319 -0.28
C -0.799 -4.885 2.587 -0.0171 -0.0952 0.0655 0.53
C -2.026 -4.320 2.260 0.0145 0.0461 -0.0277 -1.06
C -2.022 -3.100 1.601 0.0255 -0.0121 0.1158 -0.28
N -0.902 -2.459 1.273 -0.2010 0.0904 -0.1250 1.29
C 0.265 -3.010 1.585 0.1097 -0.0717 -0.1223 -1.40
C 0.374 -4.225 2.245 0.0282 0.0719 -0.0416 -0.50
H -2.954 -4.808 2.517 0.0043 -0.0080 0.0093 0.54
H -2.952 -2.598 1.364 0.0008 -0.0020 -0.0040 0.06
H 1.147 -2.460 1.271 -0.0173 -0.0038 -0.0271 0.75
H 1.344 -4.649 2.470 -0.0178 0.0036 -0.0017 0.92
C 6.657 1.120 -1.458 0.0071 0.0031 0.0051 -1.94
C 5.159 0.974 -1.590 0.0509 -0.0028 -0.0103 0.80
C 4.394 2.051 -2.008 -0.0104 -0.0003 -0.0185 -1.04
C 3.005 1.877 -2.133 0.0174 -0.0677 -0.0845 0.76
C 2.146 3.045 -2.540 0.0560 0.0391 -0.0281 -1.36
C 2.431 0.661 -1.859 -0.0260 0.0313 0.1023 0.27
C 3.172 -0.508 -1.461 -0.0865 -0.0886 -0.0337 0.04
C 4.579 -0.259 -1.317 -0.1776 0.0346 0.0412 -0.21
N 2.481 -1.642 -1.283 0.2318 -0.0092 0.0945 -0.45
C 3.144 -2.935 -1.271 -0.0521 0.1078 -0.1063 1.22
C 4.143 -3.128 -2.437 0.0898 -0.0192 0.0649 -1.38
C 4.702 -4.555 -2.470 -0.0077 -0.0019 0.0031 0.57
C 5.396 -4.865 -1.139 -0.0064 0.0073 -0.0009 -1.66
C 4.387 -4.755 0.011 0.0112 0.0032 -0.0308 0.57
C 3.245 -5.744 -0.227 -0.0334 -0.0259 0.0436 -1.32
C 2.552 -5.413 -1.552 0.0305 0.0064 -0.0114 0.77
C 3.563 -5.553 -2.691 0.0006 -0.0095 -0.0045 -1.72
C 2.031 -3.976 -1.513 0.0229 0.0803 -0.1248 -1.41
C 3.833 -3.326 0.063 -0.1496 0.0175 -0.0599 -0.16
H 6.945 2.169 -1.357 -0.0064 0.0007 -0.0007 0.39
H 7.172 0.717 -2.336 -0.0020 -0.0005 -0.0007 0.30
H 7.032 0.579 -0.586 0.0001 -0.0021 0.0000 0.37
H 4.854 3.012 -2.221 -0.0041 0.0041 0.0051 0.21
H 2.493 3.491 -3.477 0.0118 -0.0182 0.0039 0.44
H 2.175 3.836 -1.781 0.0031 0.0023 -0.0056 0.27
H 1.108 2.748 -2.669 -0.0966 -0.0200 0.0000 0.07
H 1.353 0.556 -1.951 0.0167 -0.0864 -0.0636 0.08
H 5.240 -1.043 -0.981 0.0708 -0.1346 0.1179 0.19
H 4.967 -2.417 -2.363 -0.0416 -0.0701 -0.0508 0.55
H 3.608 -2.897 -3.364 0.0052 -0.0091 0.0038 0.39
H 5.427 -4.644 -3.287 0.0107 0.0010 0.0025 0.23
H 6.220 -4.161 -0.978 -0.0038 0.0036 0.0011 0.53
H 5.827 -5.875 -1.163 -0.0050 0.0034 -0.0021 0.54
H 4.885 -4.994 0.958 0.0109 0.0059 0.0003 0.34
H 2.523 -5.683 0.597 0.0094 -0.0109 -0.0437 0.11
H 3.630 -6.772 -0.246 0.0062 0.0019 0.0059 0.64
H 1.718 -6.106 -1.711 -0.0060 0.0064 0.0035 0.48
H 3.074 -5.345 -3.648 -0.0075 -0.0071 -0.0061 0.46
H 3.953 -6.578 -2.734 0.0059 -0.0003 0.0008 0.56
H 1.284 -3.867 -0.733 -0.1969 0.0325 0.1702 -0.34
H 1.535 -3.710 -2.452 0.0046 -0.0034 0.0318 0.25
H 4.634 -2.632 0.302 0.1359 0.1820 0.0010 0.50
H 3.091 -3.233 0.868 0.0535 -0.0315 -0.0349 -0.63
```
Forces are in eV/Å.

## Properties
LUMO energy (eV): 3.31
Frontier orbital gap (eV): 4.3
Total charge: -2

***

(3)
Molecular formula: C20H22F10O16
Method: DFT, ωB97M-V/def2-TZVPD

```
68
Properties=species:S:1:pos:R:3:forces:R:3:nbo_charge:R:1
C 2.953 1.917 3.647 0.6002 -2.3019 1.4965 -0.15
C 2.280 3.185 3.232 1.6237 -2.6543 -4.1641 0.46
O 3.392 3.795 2.575 -1.1442 2.2940 -0.9185 -0.50
C 4.545 3.166 2.660 3.5063 0.7711 1.9961 0.97
O 5.652 3.644 2.394 -3.1634 -1.5072 -0.1768 -0.59
O 4.364 2.036 3.387 -0.2125 0.4725 -0.6428 -0.48
F 1.757 3.920 4.134 -0.6887 2.1087 2.8082 -0.30
H 2.647 0.994 3.155 -0.4355 0.4681 -0.3186 0.23
H 2.835 1.710 4.710 -0.0050 0.2496 0.1269 0.21
H 1.526 3.002 2.467 -0.0297 0.0537 -0.0948 0.15
C 2.461 4.447 -1.168 -0.5013 2.2301 0.4090 -0.13
C 2.378 3.499 -2.309 -0.8811 1.6733 -0.5652 0.43
O 2.144 2.307 -1.664 -0.5732 -2.3773 -3.0806 -0.48
C 2.354 2.350 -0.381 -0.6166 -1.4609 2.0544 0.99
O 2.314 1.376 0.361 0.1943 2.0764 -1.0510 -0.62
O 2.464 3.621 -0.063 0.5024 -0.1179 3.1526 -0.47
F 3.533 3.510 -2.942 2.6046 -0.7918 -1.0246 -0.32
H 1.622 5.140 -1.098 -0.3595 -0.2315 -0.0539 0.20
H 3.328 5.104 -1.108 0.3219 -0.4038 -0.4972 0.23
H 1.695 3.769 -3.114 -0.8619 -0.6686 0.5556 0.19
C -1.064 0.111 0.394 -0.1953 2.4751 -0.9544 -0.13
C -1.662 1.473 0.929 2.8646 -1.8311 0.1584 0.45
O -0.934 1.593 2.177 0.1284 0.2809 -0.5139 -0.51
C -0.360 0.406 2.547 0.6085 0.1551 0.3260 0.99
O 0.289 0.247 3.567 -1.7611 -0.0036 -2.6487 -0.58
O -0.614 -0.504 1.543 0.6764 -1.0599 2.3997 -0.49
F -2.924 1.353 1.249 -2.2405 -0.0580 0.2573 -0.32
H -0.187 0.302 -0.224 0.0065 0.2389 -0.1961 0.21
H -1.778 -0.430 -0.227 -0.1549 -0.3909 0.6668 0.21
H -1.515 2.311 0.248 0.1879 0.1942 0.4396 0.17
C -0.662 -1.033 -4.776 -0.4389 -0.0242 0.6688 -0.14
C -0.795 -0.493 -3.362 0.7390 -0.6183 -0.1921 0.44
O -0.050 0.680 -3.415 -1.7364 -0.0206 3.2702 -0.47
C 0.498 0.903 -4.559 0.4786 2.4541 -3.2131 0.98
O 1.025 1.968 -4.812 -0.2210 -2.2972 -0.0337 -0.58
O 0.179 -0.099 -5.446 0.6879 0.1763 0.5232 -0.47
F -0.185 -1.279 -2.411 -0.3038 -0.1512 -0.2511 -0.34
H -1.666 -1.010 -5.200 0.2644 -0.2410 -0.4931 0.20
H -0.269 -2.042 -4.655 0.2435 0.0368 -0.7455 0.22
H -1.851 -0.423 -3.102 0.2103 0.7354 0.5029 0.16
C -5.205 -2.011 -0.007 -0.6582 0.2713 0.9511 -0.63
C -5.866 -1.426 -1.217 0.7386 0.1370 -1.5899 -0.07
O -5.037 -0.283 -1.560 0.9076 2.1431 -1.2945 -0.51
C -5.097 0.356 -2.766 -1.3017 -3.4966 -0.9615 0.68
O -5.642 -0.112 -3.762 0.9262 1.2712 2.1077 -0.54
C -4.307 1.672 -2.882 -1.8826 0.2187 -0.4649 0.90
F -5.219 2.671 -3.027 0.5752 -0.2830 0.7553 -0.31
F -3.544 1.883 -1.818 0.3612 0.3286 -0.5155 -0.30
F -3.647 1.670 -4.041 0.9069 -0.1699 0.6339 -0.30
H -5.722 -2.931 0.265 -0.0909 0.1356 0.2815 0.23
H -5.257 -1.260 0.781 -0.1231 -0.3036 0.3547 0.22
H -4.148 -2.264 -0.091 -0.0705 0.0963 -0.6873 0.22
H -6.862 -0.983 -1.181 -0.1636 -0.5745 0.7529 0.20
H -5.856 -2.160 -2.023 -0.0104 0.2038 -0.2919 0.19
C 2.846 -2.388 2.117 -0.3358 -0.9267 -0.7156 -0.64
C 1.572 -3.054 2.715 1.6682 1.3296 -0.1848 -0.08
O 1.808 -4.427 3.123 -0.5660 -0.8884 0.2991 -0.48
C 1.872 -5.402 2.213 1.1100 1.3896 -1.7139 0.69
O 1.904 -5.206 1.010 -0.4322 -0.5924 1.5170 -0.57
C 2.050 -6.883 2.741 -3.2817 2.6510 1.0114 0.91
F 0.858 -7.468 2.525 -0.5920 -0.3624 -0.1841 -0.33
F 2.912 -7.503 2.062 2.4798 -1.3837 -1.1010 -0.27
F 2.242 -6.955 4.052 0.7960 -0.0146 0.2842 -0.31
H 3.746 -2.454 2.728 -0.3485 0.1228 0.4894 0.22
H 2.634 -1.351 1.854 -0.0426 0.0593 0.2278 0.23
H 3.133 -2.881 1.189 -0.1923 -0.0228 -0.1417 0.22
H 0.726 -2.902 2.044 0.0458 -0.6443 -0.0465 0.20
H 1.382 -2.472 3.617 -0.3487 -0.6282 0.2443 0.21
```
Forces are in eV/Å.

## Properties
SMILES string: O=C1OC[C@@H](F)O1.O=C1OC[C@@H](F)O1.O=C1OC[C@@H](F)O1.O=C1OC[C@@H](F)O1.CCOC(=O)C(F)(F)F.CCOC(=O)C(F)(F)F
LUMO energy (eV): -0.01
Frontier orbital gap (eV): 10.7

***

(4)
Molecular formula: C36H29N3O2P2RuTe
Method: DFT, ωB97M-V/def2-TZVPD

```
74
Properties=species:S:1:pos:R:3:forces:R:3:mulliken_charge:R:1
Ru 0.935 -1.823 0.456 -0.1070 0.1170 0.0101 0.36
O 2.810 -2.541 0.712 -0.1021 -0.0198 -0.0984 -0.42
N 3.326 -2.390 1.881 0.0986 0.0431 0.3129 -0.38
N 2.550 -1.867 2.719 -0.0996 -0.1133 -0.4107 1.02
O 1.302 -1.522 2.350 0.1664 -0.0276 0.1932 -0.74
C 2.942 -1.625 4.079 0.0634 0.0284 0.1191 0.54
C 4.296 -1.576 4.382 -0.0718 0.0245 0.0721 -0.35
C 4.654 -1.367 5.703 0.0057 -0.0007 -0.0260 -0.57
C 3.678 -1.209 6.678 -0.0022 -0.0051 0.0197 -0.50
C 2.332 -1.254 6.343 -0.0134 0.0062 -0.0050 -0.54
C 1.946 -1.464 5.029 0.0851 0.0009 0.0212 -0.44
H 5.044 -1.695 3.612 0.0005 -0.0072 -0.0099 0.49
H 5.701 -1.321 5.968 0.0014 -0.0099 0.0011 0.39
H 3.969 -1.051 7.708 0.0019 0.0130 -0.0024 0.41
H 1.578 -1.130 7.107 0.0002 -0.0079 0.0022 0.39
H 0.903 -1.510 4.754 -0.0014 -0.0088 -0.0132 0.43
Te -2.623 1.770 0.732 0.0082 -0.2097 -0.5142 0.41
C -2.581 2.752 -1.146 0.2255 0.2971 0.0708 0.02
C -1.758 3.850 -1.358 -0.0607 0.0271 0.0662 -0.08
C -1.694 4.381 -2.642 0.0296 -0.0012 0.0752 -0.48
N -2.374 3.888 -3.669 0.0300 0.0454 -0.1297 -0.59
C -3.178 2.854 -3.449 -0.0522 -0.0646 0.0469 -0.45
C -3.319 2.246 -2.207 0.0019 -0.1040 0.0597 -0.25
C -1.171 0.441 -0.001 -0.5680 0.1681 0.6403 -0.42
P -1.356 -1.302 0.097 0.2274 -0.1505 -0.1377 1.67
C -0.885 -2.086 -1.458 -0.3604 0.0585 0.1020 0.55
C -1.237 -1.592 -2.715 0.2197 -0.0620 -0.0903 -0.56
C -0.785 -2.252 -3.842 0.0214 0.0910 0.0010 -0.52
C 0.067 -3.353 -3.732 0.0539 -0.0449 0.0297 -0.76
C 0.453 -3.828 -2.493 0.0355 0.0214 -0.0388 -1.03
C -0.042 -3.206 -1.346 0.0915 0.0075 0.0856 -0.51
C -2.938 -1.881 0.645 0.0614 -0.0740 0.2370 0.69
C -3.335 -1.596 1.955 -0.0149 -0.0198 0.0049 -0.55
C -4.594 -1.979 2.383 0.0319 0.0253 -0.0119 -0.76
C -5.444 -2.650 1.511 -0.0140 -0.0040 0.0168 -0.57
C -5.038 -2.954 0.220 0.0100 -0.0229 -0.0174 -0.73
C -3.779 -2.577 -0.221 -0.0255 0.0033 -0.0053 -0.48
P 0.603 0.747 -0.078 0.3460 -0.2724 -1.0152 0.64
C 1.049 2.427 0.351 -0.0607 -0.0135 0.3959 0.76
C 0.882 2.834 1.679 0.0092 0.0492 -0.0269 -0.63
C 1.201 4.129 2.049 -0.0189 -0.0295 -0.0132 -0.70
C 1.708 5.011 1.102 -0.0034 0.0115 0.0039 -0.58
C 1.910 4.596 -0.207 0.0209 -0.0005 -0.0093 -0.78
C 1.589 3.303 -0.590 0.0308 0.0155 0.0176 -0.36
C 1.091 0.530 -1.814 -0.0548 0.2049 -0.0151 1.33
C 2.242 -0.204 -2.099 -0.0047 0.0270 0.0229 -0.95
C 2.656 -0.364 -3.416 0.0096 -0.0107 -0.0360 -0.78
C 1.939 0.234 -4.442 0.0027 -0.0286 -0.0009 -0.79
C 0.803 0.987 -4.160 -0.0277 -0.0055 0.0176 -0.66
C 0.370 1.123 -2.852 0.0418 0.0505 -0.0092 0.38
H -1.176 4.287 -0.557 -0.0035 0.0098 0.0020 0.51
H -1.062 5.238 -2.847 0.0008 -0.0078 0.0029 0.42
H -3.740 2.490 -4.303 0.0009 -0.0013 0.0092 0.42
H -3.989 1.404 -2.083 -0.0095 0.0114 -0.0044 0.49
H -1.858 -0.709 -2.799 -0.0264 -0.0203 0.0009 0.53
H -1.085 -1.908 -4.823 -0.0019 0.0066 0.0030 0.49
H 0.420 -3.844 -4.629 0.0053 -0.0076 0.0058 0.47
H 1.099 -4.691 -2.406 -0.0030 -0.0048 -0.0047 0.52
H 0.110 -3.717 -0.380 -0.1259 -0.0172 0.0070 0.60
H -2.660 -1.093 2.639 -0.0064 0.0265 -0.0049 0.47
H -4.912 -1.762 3.393 0.0019 -0.0024 0.0029 0.44
H -6.429 -2.946 1.846 0.0033 -0.0067 0.0044 0.42
H -5.700 -3.492 -0.445 -0.0021 0.0087 -0.0039 0.45
H -3.460 -2.826 -1.225 -0.0043 0.0289 -0.0134 0.38
H 0.511 2.137 2.421 -0.0426 0.0033 -0.0006 0.47
H 1.064 4.448 3.073 0.0063 -0.0012 0.0032 0.45
H 1.961 6.022 1.390 0.0029 -0.0005 0.0027 0.43
H 2.328 5.280 -0.934 -0.0016 0.0001 -0.0006 0.46
H 1.762 2.987 -1.609 -0.0240 -0.0008 -0.0167 0.47
H 2.856 -0.608 -1.297 -0.0389 -0.0504 0.0019 0.52
H 3.550 -0.933 -3.634 0.0017 0.0050 -0.0040 0.48
H 2.271 0.124 -5.466 0.0139 0.0098 0.0022 0.44
H 0.259 1.471 -4.961 -0.0082 -0.0061 0.0043 0.53
H -0.517 1.707 -2.633 -0.0073 -0.0004 -0.0082 -0.43
```
Forces are in eV/Å.

## Properties
LUMO energy (alpha / beta) (eV): -6.83 / -8.11
Frontier orbital gap (alpha / beta) (eV): 6.5 / 5.6
Expectation value of S²: 6.040
Total charge: +2
Spin multiplicity: 5